1 | 2 unconnected molecules or ions with the total composition C5H10NS, computed with the ωB97M-V functional and the def2-TZVPD basis.

Properties
Orbital gap   7.113 eV
LUMO energy   -6.82 eV
Net charge   +1

Geometry as XYZ:
```
17
C5H10NS | the OMol25 dataset | the ωB97M-V functional and the def2-TZVPD basis
C 2.175 2.086 0.257
C 0.453 0.347 0.243
C -1.083 -0.281 -1.327
C -1.492 -1.014 1.081
C -0.946 0.040 0.173
N 1.230 1.268 0.183
S 1.852 -1.445 -0.852
H 2.644 2.640 -0.569
H 2.730 2.117 1.194
H -0.124 -0.688 -1.744
H -1.897 -1.029 -1.618
H -1.484 0.714 -1.657
H -1.742 -0.543 2.102
H -0.757 -1.820 1.145
H -2.565 -1.312 0.841
H -1.545 0.948 0.360
H 2.551 -2.027 0.187
```

Löwdin atomic charge list, values in e, 2 entries: C 0.16; C -0.10

***

2 | 2 unconnected molecules or ions with the total composition C5H10NS, computed with the ωB97M-V functional and the def2-TZVPD basis.

Properties
Orbital gap (spin up / spin down)   7.732 / 7.739 eV
LUMO energy (spin up / spin down)   -4.50 / -4.50 eV
Net charge   +1

Geometry as XYZ:
```
17
C5H10NS | the OMol25 dataset | the ωB97M-V functional and the def2-TZVPD basis
C 0.328 -0.812 0.556
C 0.541 -0.140 1.640
C 1.472 0.560 -1.429
C -1.248 -0.126 -1.163
C -0.470 -0.330 2.678
N 0.454 0.401 -2.253
S -0.818 -1.632 -0.359
H 1.491 0.327 1.903
H 1.568 1.569 -0.892
H 2.274 -0.169 -1.475
H -1.454 0.708 -0.530
H -2.112 -0.358 -1.871
H 0.010 -0.105 3.593
H -0.984 -1.301 2.599
H -1.237 0.465 2.425
H -0.199 1.310 -2.580
H 0.385 -0.367 -2.840
```

Löwdin atomic charge list, values in e, 2 entries: C -0.41; C -0.22

***

Which structure is most stable? 1, by 1.008 eV over the runner-up.

***

1 | 13 unconnected molecules or ions with the total composition C4H34NO14, computed with the ωB97M-V functional and the def2-TZVPD basis.

Properties
Orbital gap   9.340 eV
LUMO energy   2.67 eV
Net charge   -1

Geometry as XYZ:
```
53
C4H34NO14 | the OMol25 dataset | the ωB97M-V functional and the def2-TZVPD basis
C 2.584 0.525 0.281
C 3.257 -0.878 0.371
C 2.910 -1.767 -0.796
O 3.336 -0.953 -1.921
N 1.359 0.513 1.103
C 0.302 -0.445 0.631
O -0.944 -0.010 1.203
H 3.304 1.263 0.666
H 2.488 0.650 -0.853
H 4.338 -0.684 0.221
H 3.065 -1.387 1.261
H 3.540 -2.642 -0.854
H 1.770 -2.021 -1.087
H 1.636 0.265 1.980
H 0.365 -1.574 0.863
H 0.312 -0.417 -0.426
H -1.497 0.389 0.594
H -0.063 2.578 -2.519
H 0.931 1.967 -3.348
O 0.726 2.834 -2.923
H -1.253 -0.455 2.974
H -2.421 -1.123 3.645
O -2.042 -0.269 3.639
H -0.522 -4.022 -0.527
H -0.163 -2.580 -1.334
O -0.009 -3.186 -0.481
H 0.763 3.193 1.768
H 0.715 3.344 3.219
O 1.044 3.790 2.459
H 2.603 -0.915 -2.727
H 0.742 -0.194 -4.298
O 1.032 -0.196 -3.457
H -0.763 -2.762 -3.458
H 0.485 -0.896 -3.090
O -0.644 -2.130 -2.725
H -2.427 0.280 -1.142
H -2.782 1.723 -0.556
O -2.939 0.754 -0.354
H -0.423 1.708 3.661
H -1.768 1.818 2.945
O -1.038 2.385 3.310
H -1.900 -2.480 1.943
H -0.680 -2.893 1.120
O -1.326 -3.267 1.750
H -1.601 -0.743 -2.411
H -1.351 0.809 -2.509
O -2.023 0.209 -2.617
H -3.733 0.855 1.179
H -3.201 0.425 2.675
O -3.951 0.954 2.200
H -0.013 2.355 -0.370
H -1.319 2.756 -0.053
O -0.811 2.547 -0.821
```

Löwdin atomic charge list, values in e, 2 entries: C -0.19; C -0.19

***

2 | 13 unconnected molecules or ions with the total composition C4H34NO14, computed with the ωB97M-V functional and the def2-TZVPD basis.

Properties
Orbital gap   8.529 eV
LUMO energy   2.73 eV
Net charge   -1

Geometry as XYZ:
```
53
C4H34NO14 | the OMol25 dataset | the ωB97M-V functional and the def2-TZVPD basis
C 1.542 -2.143 2.688
C 0.663 -0.844 2.710
C 1.493 0.332 2.131
O 1.347 1.465 3.008
N -0.662 -0.985 1.881
C -0.660 -1.722 0.571
O -0.094 -0.910 -0.359
H 1.933 -2.375 1.693
H 1.079 -2.966 3.153
H 2.454 -1.858 3.214
H 0.322 -0.604 3.704
H 2.506 -0.046 2.208
H 1.252 0.604 1.085
H 1.104 2.377 2.880
H -1.265 -1.348 2.628
H 0.057 -2.578 0.640
H -1.640 -2.171 0.301
H 3.426 1.457 -1.858
H 3.458 0.329 -0.849
O 3.949 1.139 -1.114
H 0.173 -1.978 -3.522
H 0.654 -1.315 -2.231
O 0.877 -2.028 -2.864
H -3.980 -0.776 0.196
H -3.168 -0.516 -1.013
O -4.072 -0.801 -0.767
H 0.234 4.025 -1.727
H -0.522 3.309 -0.693
O -0.671 3.951 -1.391
H 0.709 0.567 -0.943
H -0.113 1.771 -0.658
O 0.591 1.508 -1.264
H 1.531 -1.275 -0.263
H 2.574 -1.777 -1.106
O 2.495 -1.040 -0.475
H -4.107 0.895 1.487
H -2.890 0.511 1.969
O -3.812 0.249 2.164
H 1.953 2.701 0.043
H 3.341 3.109 0.093
O 2.468 3.495 0.262
H -1.355 0.297 -4.362
H -2.564 -0.254 -3.517
O -1.712 -0.462 -3.902
H -0.223 -3.164 -1.822
H -1.714 -2.892 -2.011
O -1.100 -3.507 -1.595
H -1.682 1.638 -1.805
H -1.339 0.293 -0.908
O -1.854 0.719 -1.611
H -0.792 2.461 1.734
H -0.943 1.110 1.193
O -1.250 2.024 0.997
```

Löwdin atomic charge list, values in e, 2 entries: C -0.06; C -0.28

***

Which structure is most stable? 2, by 1.330 eV over the runner-up.

***

1 | C6H15NO4S in the gas phase, computed with the ωB97M-V functional and the def2-TZVPD basis.

Properties
SMILES   CC[C@@](C)(OS(=O)(=O)O)N(C)C
Orbital gap   9.507 eV
LUMO energy   0.59 eV

Geometry as XYZ:
```
27
C6H15NO4S | the OMol25 dataset | the ωB97M-V functional and the def2-TZVPD basis
C 1.396 2.252 0.807
C 1.517 -0.373 -0.455
C -2.243 -0.006 -0.226
C -0.823 -0.286 -2.126
C 0.185 1.666 0.117
C 0.144 0.064 0.067
N -1.007 -0.507 -0.747
O 0.023 -2.754 0.644
O 1.902 -1.952 1.850
O -0.364 -2.036 2.920
O -0.063 -0.339 1.404
S 0.505 -1.765 1.817
H 1.513 1.751 1.856
H 1.286 3.349 1.034
H 2.336 2.057 0.240
H 1.560 -1.481 -0.408
H 2.252 -0.041 0.258
H 1.802 -0.084 -1.508
H -2.436 1.065 -0.440
H -3.100 -0.609 -0.757
H -2.313 -0.053 0.825
H -0.008 0.408 -2.283
H -0.705 -1.251 -2.722
H -1.659 0.211 -2.622
H -0.779 1.753 0.673
H 0.042 1.912 -1.017
H -0.963 -2.951 0.798
```

Löwdin atomic charge list, values in e, 2 entries: C -0.11; C -0.04

***

2 | C6H15NO4S in the gas phase, computed with the ωB97M-V functional and the def2-TZVPD basis.

Properties
SMILES   CCOC=[S@](=O)(O)OCN(C)C
Orbital gap (spin up / spin down)   8.562 / 8.562 eV
LUMO energy (spin up / spin down)   0.36 / 0.36 eV

Geometry as XYZ:
```
27
C6H15NO4S | the OMol25 dataset | the ωB97M-V functional and the def2-TZVPD basis
C -4.674 -0.252 0.794
C 3.350 1.476 0.745
C 3.039 0.191 -1.407
C 2.339 -0.691 0.578
C -3.641 0.173 -0.228
C -1.428 0.186 0.931
N 3.260 0.172 0.055
O 0.081 -2.070 -0.898
O -0.153 0.460 -1.481
O 0.987 -0.234 0.578
O -2.429 0.869 0.351
S -0.287 -0.427 -0.322
H -4.723 0.524 1.613
H -5.593 -0.149 0.301
H -4.584 -1.261 1.047
H 4.380 1.963 0.482
H 2.815 2.317 0.284
H 3.349 1.450 1.767
H 1.929 0.301 -1.525
H 3.530 0.986 -1.956
H 3.381 -0.736 -1.923
H 2.504 -0.716 1.678
H 2.443 -1.621 0.106
H -4.121 0.893 -0.958
H -3.253 -0.679 -0.706
H -1.821 -0.776 1.508
H -0.678 -2.347 -1.413
```

Löwdin atomic charge list, values in e, 2 entries: C -0.08; C -0.06

***

Which structure is most stable? 1, by 4.022 eV over the runner-up.

***

1 | A molecular structure, C14H26AsCuF9N2O5, computed with the ωB97M-V functional and the def2-TZVPD basis.

Properties
Orbital gap   7.178 eV
LUMO energy   -3.30 eV
Spin multiplicity   2
<S²>   0.7546

Geometry as XYZ:
```
58
C14H26AsCuF9N2O5 | the OMol25 dataset | the ωB97M-V functional and the def2-TZVPD basis
Cu -1.053 0.048 -0.485
C 4.980 -2.096 -2.420
O 6.038 -1.301 -1.822
O 3.803 -1.537 -1.894
C 5.229 -2.141 -3.969
F 4.209 -2.449 -4.710
F 5.689 -1.032 -4.573
F 6.214 -3.086 -4.212
C 6.886 -1.713 -0.677
C 7.439 -0.499 0.014
H 8.288 -0.127 -0.559
H 6.678 0.278 0.089
H 7.893 -0.767 0.968
H 7.741 -2.310 -0.996
H 6.392 -2.306 0.093
H 5.079 -3.131 -2.095
As -0.479 2.479 6.000
F -2.184 1.798 6.057
F -1.191 3.931 5.181
F 1.216 2.979 5.898
F 0.085 0.902 6.710
F -0.384 1.734 4.327
F -0.645 3.365 7.561
C 2.654 6.580 1.154
C 1.701 5.640 0.514
N 0.979 4.901 0.027
H 1.888 7.213 1.602
H 3.158 7.153 0.375
H 3.372 6.157 1.857
C -8.019 2.879 2.830
C -6.776 2.476 2.129
N -5.846 2.161 1.573
H -8.325 3.868 2.488
H -7.840 2.762 3.899
H -8.827 2.170 2.649
C -0.403 -3.086 1.526
O -1.327 -2.738 0.521
C -2.533 -3.426 0.524
C -3.043 -3.653 -0.909
O -3.035 -2.390 -1.583
C -3.495 -2.408 -2.940
C -2.898 -1.235 -3.775
O -2.859 -0.110 -2.912
C -2.713 1.065 -3.634
H -0.798 -3.163 2.539
H 0.568 -2.602 1.420
H -0.219 -4.008 0.975
H -3.281 -2.675 0.779
H -2.568 -4.321 1.145
H -4.053 -4.061 -0.936
H -2.312 -4.291 -1.407
H -4.557 -2.579 -3.112
H -3.035 -3.236 -3.480
H -3.420 -0.953 -4.689
H -1.884 -1.330 -4.165
H -3.033 1.927 -3.048
H -3.454 1.235 -4.415
H -1.689 1.059 -4.008
```

Löwdin atomic charge list, values in e, 2 entries: Cu 0.86; C -0.29

***

2 | A molecular structure, C14H26AsCuF9N2O5, computed with the ωB97M-V functional and the def2-TZVPD basis.

Properties
Orbital gap (spin up / spin down)   7.141 / 7.137 eV
LUMO energy (spin up / spin down)   -3.29 / -3.29 eV
Spin multiplicity   2
<S²>   0.7542

Geometry as XYZ:
```
58
C14H26AsCuF9N2O5 | the OMol25 dataset | the ωB97M-V functional and the def2-TZVPD basis
Cu 1.060 -4.742 -11.405
C -5.116 -4.620 -13.709
O -5.534 -5.714 -12.909
O -3.767 -4.371 -13.379
C -5.640 -4.935 -15.229
F -5.224 -3.951 -16.059
F -5.187 -6.116 -15.672
F -7.031 -4.978 -15.324
C -6.910 -5.682 -12.412
C -7.177 -6.922 -11.522
H -8.187 -6.920 -11.112
H -6.992 -7.847 -12.067
H -6.603 -6.868 -10.597
H -7.686 -5.611 -13.175
H -6.943 -4.865 -11.691
H -5.594 -3.716 -13.334
As 7.732 -5.574 -13.300
F 7.789 -4.744 -11.703
F 5.945 -5.303 -13.235
F 7.771 -6.342 -14.942
F 9.494 -5.796 -13.179
F 7.488 -7.208 -12.557
F 7.871 -4.009 -14.168
C 6.241 0.948 -10.861
C 5.056 0.231 -11.214
N 4.041 -0.282 -11.468
H 6.782 0.415 -10.079
H 6.030 1.890 -10.354
H 6.897 1.093 -11.719
C 6.199 -3.434 -5.353
C 5.285 -4.060 -6.358
N 4.577 -4.529 -7.186
H 6.778 -4.205 -4.845
H 5.605 -2.898 -4.613
H 6.942 -2.792 -5.827
C 0.342 -7.284 -13.746
O 0.078 -7.260 -12.313
C -0.666 -8.410 -11.890
C -0.668 -8.324 -10.352
O -0.938 -7.027 -9.968
C -1.378 -6.888 -8.637
C -1.857 -5.378 -8.469
O -0.907 -4.440 -9.122
C -1.547 -3.182 -9.118
H -0.463 -7.207 -14.477
H 0.948 -8.164 -13.962
H 1.018 -6.452 -13.944
H -0.305 -9.364 -12.276
H -1.677 -8.221 -12.251
H 0.264 -8.748 -9.979
H -1.389 -9.050 -9.976
H -0.588 -7.093 -7.915
H -2.193 -7.570 -8.394
H -1.905 -5.116 -7.413
H -2.863 -5.313 -8.884
H -2.388 -3.217 -9.812
H -0.891 -2.441 -9.575
H -1.852 -2.782 -8.151
```

Löwdin atomic charge list, values in e, 2 entries: Cu 0.85; C -0.30

***

Which structure is most stable? 2, by 1.516 eV over the runner-up.